Arrangement i

ORCA calculation (ωB97M-V/def2-TZVPD) on C17H24ClNO2 in the gas phase.

As for the SMILES: Cc1cc(OCCCC(=O)N2CCCCC2)cc(C)c1Cl. As for the frontier orbital gap: 9.01 eV. Its spin multiplicity is 1. For the LUMO energy, the calculation gives 0.024 Ha.

Last column: natural (NBO) charge in e.
Positions of all 45 atoms, in Å:
C  -2.740  -0.999  2.485  -0.64
C  -2.257  0.016  1.498  0.00
C  -1.007  0.593  1.620  -0.27
C  -0.542  1.524  0.690  0.33
O  0.716  1.975  0.910  -0.50
C  1.384  2.763  -0.051  -0.06
C  2.881  2.499  0.095  -0.40
C  3.268  1.101  -0.398  -0.50
C  2.698  0.027  0.522  0.70
O  3.113  -0.078  1.663  -0.65
N  1.765  -0.821  0.030  -0.45
C  1.206  -0.790  -1.308  -0.21
C  -0.083  -1.603  -1.366  -0.40
C  0.175  -3.077  -1.043  -0.40
C  1.280  -3.206  0.013  -0.41
C  1.353  -1.942  0.859  -0.23
C  -1.369  1.907  -0.358  -0.35
C  -2.632  1.346  -0.507  0.09
C  -3.520  1.753  -1.641  -0.65
C  -3.052  0.398  0.417  -0.10
Cl  -4.618  -0.328  0.228  -0.02
H  -1.990  -1.175  3.252  0.22
H  -3.657  -0.656  2.961  0.23
H  -2.963  -1.940  1.983  0.23
H  -0.354  0.333  2.438  0.23
H  1.062  2.508  -1.068  0.17
H  1.164  3.825  0.127  0.18
H  3.430  3.255  -0.470  0.21
H  3.145  2.582  1.149  0.23
H  4.354  1.006  -0.328  0.24
H  2.979  0.967  -1.438  0.20
H  0.976  0.240  -1.592  0.20
H  1.926  -1.197  -2.033  0.18
H  -0.518  -1.505  -2.362  0.22
H  -0.793  -1.177  -0.656  0.21
H  -0.750  -3.527  -0.680  0.21
H  0.468  -3.612  -1.947  0.20
H  2.248  -3.356  -0.470  0.20
H  1.096  -4.066  0.657  0.22
H  0.379  -1.738  1.317  0.19
H  2.094  -2.037  1.655  0.25
H  -1.057  2.657  -1.069  0.22
H  -4.457  2.157  -1.259  0.23
H  -3.039  2.506  -2.260  0.21
H  -3.763  0.890  -2.260  0.23

---

Arrangement ii

ORCA calculation (ωB97M-V/def2-TZVPD) on C17H24ClNO2 in the gas phase.

As for the SMILES: CCOC(=O)[C@H]1CC[C@@H](CNCc2ccc(Cl)cc2)CC1. As for the frontier orbital gap: 9.58 eV. Its spin multiplicity is 1. For the LUMO energy, the calculation gives 0.032 Ha.

Last column: natural (NBO) charge in e.
Positions of all 45 atoms, in Å:
C  -2.252  3.039  4.560  -0.63
C  -2.679  2.451  3.223  -0.07
O  -2.415  1.050  3.159  -0.52
C  -1.175  0.677  2.821  0.81
O  -0.291  1.455  2.575  -0.62
C  -1.054  -0.838  2.821  -0.32
C  0.354  -1.290  2.435  -0.39
C  0.654  -0.986  0.970  -0.41
C  -0.387  -1.624  0.048  -0.22
C  -0.089  -1.342  -1.429  -0.21
N  -0.303  0.054  -1.762  -0.62
C  -0.023  0.378  -3.152  -0.24
C  1.431  0.211  -3.522  -0.05
C  1.873  -0.897  -4.234  -0.15
C  3.218  -1.080  -4.504  -0.24
C  4.133  -0.145  -4.051  -0.05
Cl  5.817  -0.366  -4.385  0.00
C  3.717  0.966  -3.336  -0.21
C  2.370  1.134  -3.074  -0.21
C  -1.785  -1.137  0.429  -0.41
C  -2.095  -1.465  1.886  -0.39
H  -2.742  2.514  5.376  0.21
H  -1.174  2.948  4.677  0.22
H  -2.522  4.091  4.599  0.22
H  -3.758  2.543  3.079  0.19
H  -2.149  2.949  2.404  0.20
H  -1.273  -1.154  3.848  0.24
H  1.085  -0.782  3.066  0.22
H  0.437  -2.365  2.613  0.20
H  1.650  -1.359  0.717  0.21
H  0.655  0.096  0.841  0.21
H  -0.345  -2.711  0.186  0.20
H  -0.775  -1.926  -2.051  0.19
H  0.939  -1.679  -1.655  0.17
H  0.274  0.637  -1.162  0.35
H  -0.330  1.417  -3.309  0.20
H  -0.649  -0.266  -3.776  0.20
H  1.157  -1.625  -4.587  0.21
H  3.554  -1.942  -5.059  0.23
H  4.439  1.688  -2.990  0.23
H  2.042  2.000  -2.516  0.21
H  -1.839  -0.060  0.267  0.21
H  -2.525  -1.608  -0.220  0.21
H  -3.089  -1.103  2.150  0.22
H  -2.079  -2.549  2.025  0.20

---

Which is most stable, and by how much? arrangement ii, by 1.4 kcal/mol.